A structure of composition C16H43NO17Y in a non-equilibrium geometry. Source: the Open Molecules 2025 dataset; level of theory: wB97M-V/def2-TZVPD.

Computed properties:
net charge: +2
⟨S²⟩: 0.755
HOMO level (alpha / beta): -14.09 / -14.09 eV
gap between HOMO and LUMO (alpha / beta): 6.3633 / 3.7473 eV
multiplicity: 2
LUMO level (alpha / beta): -0.2839 / -0.3800 Eh

Positions of all 78 atoms, in Å:
Y  -0.628  -1.983  2.987
O  -2.773  -3.897  -0.175
C  -2.182  -3.350  0.893
O  -2.584  -2.376  1.479
O  -1.080  -3.706  1.302
H  -2.167  -4.625  -0.331
O  0.752  0.588  -0.119
C  0.335  -0.259  0.770
O  -0.758  -0.105  1.372
O  0.998  -1.206  1.212
H  1.634  0.236  -0.258
C  -4.528  -0.958  -2.375
C  -3.372  -1.670  -3.041
C  -1.989  -1.214  -2.479
O  -0.946  -1.712  -3.266
C  0.267  -1.806  -2.470
N  -3.554  -3.068  -2.930
H  -5.510  -1.379  -2.594
H  -4.599  0.092  -2.658
H  -4.438  -0.972  -1.289
H  -3.471  -1.563  -4.121
H  -1.933  -1.597  -1.460
H  -1.908  -0.127  -2.489
H  0.937  -2.450  -3.040
H  0.170  -2.326  -1.518
H  0.731  -0.831  -2.321
H  -3.628  -3.212  -1.933
H  -2.695  -3.499  -3.240
C  3.397  -4.880  -0.915
C  2.376  -4.072  -0.094
O  1.140  -4.815  0.075
O  3.147  -4.959  -2.348
H  3.325  -5.868  -0.461
H  4.431  -4.552  -0.815
H  2.160  -3.116  -0.571
H  2.665  -3.840  0.931
H  0.494  -4.293  0.556
H  2.370  -5.515  -2.438
C  3.492  1.677  -2.691
C  4.043  0.891  -1.444
O  3.312  -0.324  -1.269
O  3.887  0.902  -3.827
H  4.038  2.621  -2.687
H  2.404  1.734  -2.659
H  4.037  1.484  -0.530
H  5.082  0.610  -1.618
H  3.323  -0.785  -2.110
H  3.181  0.361  -4.189
C  -2.065  2.323  -0.457
C  -2.999  3.435  -0.963
O  -2.379  4.690  -1.077
O  -0.934  2.156  -1.302
H  -2.533  1.356  -0.271
H  -1.807  2.552  0.577
H  -3.911  3.418  -0.366
H  -3.365  3.149  -1.949
H  -2.946  5.460  -0.992
H  -0.303  1.553  -0.902
C  0.581  1.017  4.275
C  0.205  1.598  5.687
O  -1.119  1.299  5.947
O  0.532  -0.413  4.240
H  1.599  1.379  4.126
H  -0.080  1.509  3.561
H  0.384  2.669  5.792
H  0.769  1.123  6.490
H  -1.296  1.596  6.843
H  1.304  -0.680  4.744
C  1.496  4.622  2.404
C  0.583  4.129  1.246
O  -0.617  4.938  1.237
O  0.921  4.313  3.649
H  1.707  5.691  2.424
H  2.421  4.046  2.432
H  0.332  3.069  1.273
H  1.190  4.170  0.341
H  -1.149  4.760  0.458
H  0.089  4.786  3.725

***

A structure of composition C16H44AsF6N4O4Zn in a non-equilibrium geometry. Source: the Open Molecules 2025 dataset; level of theory: wB97M-V/def2-TZVPD.

Computed properties:
net charge: +1
HOMO level: -12.70 eV
gap between HOMO and LUMO: 10.0654 eV
LUMO level: -0.0968 Eh
energy relative to the best compared isomer or geometry (same formula, charge and spin): 0.0 kcal per mole

Positions of all 76 atoms, in Å:
Zn  -0.137  0.331  0.209
As  -1.371  -0.917  3.526
F  -1.472  -2.512  2.752
F  0.149  -1.377  4.255
F  -1.290  0.674  4.252
F  -2.851  -0.487  2.685
F  -2.274  -1.545  4.882
F  -0.496  -0.298  2.089
C  -0.099  4.078  2.196
C  -0.491  2.661  1.728
C  -1.749  2.673  0.910
O  -2.081  1.351  0.474
C  -3.420  1.241  -0.009
N  0.675  2.036  1.057
H  0.545  4.601  1.490
H  0.387  3.995  3.167
H  -1.022  4.634  2.376
H  -0.764  2.153  2.653
H  -1.643  3.316  0.020
H  -2.604  3.135  1.409
H  -4.144  1.305  0.804
H  -3.538  0.269  -0.476
H  -3.648  2.035  -0.725
H  1.283  1.787  1.839
H  1.231  2.720  0.554
C  -0.066  3.118  -2.723
C  -0.510  1.675  -2.506
C  -0.861  0.949  -3.811
O  -1.562  -0.220  -3.508
C  -2.240  -0.790  -4.622
N  0.534  1.004  -1.719
H  0.970  3.108  -3.077
H  -0.057  3.714  -1.811
H  -0.724  3.582  -3.458
H  -1.446  1.782  -1.948
H  0.024  0.834  -4.450
H  -1.482  1.676  -4.350
H  -2.450  -1.827  -4.382
H  -1.590  -0.757  -5.506
H  -3.071  -0.166  -4.959
H  0.981  0.267  -2.267
H  1.365  1.591  -1.662
C  -2.023  -3.415  -0.246
C  -0.784  -2.554  -0.550
C  -0.123  -2.985  -1.876
O  1.052  -2.243  -2.098
C  1.874  -2.733  -3.152
N  -1.341  -1.163  -0.583
H  -2.538  -3.104  0.659
H  -1.699  -4.453  -0.129
H  -2.767  -3.404  -1.047
H  -0.092  -2.665  0.286
H  -0.756  -2.833  -2.757
H  0.140  -4.045  -1.782
H  2.029  -3.810  -3.029
H  2.812  -2.186  -3.119
H  1.379  -2.652  -4.125
H  -1.460  -0.907  -1.561
H  -2.252  -1.121  -0.151
C  3.582  -2.246  1.040
C  2.458  -1.384  1.646
C  3.172  -0.491  2.680
O  2.347  0.597  3.007
C  2.617  1.153  4.292
N  1.851  -0.636  0.486
H  3.214  -3.055  0.407
H  4.107  -2.745  1.859
H  4.279  -1.601  0.504
H  1.712  -1.992  2.157
H  4.171  -0.200  2.324
H  3.495  -1.078  3.547
H  2.530  0.332  5.008
H  1.884  1.903  4.581
H  3.616  1.580  4.410
H  1.954  -1.299  -0.274
H  2.572  0.040  0.225

***

A cluster of 4 separate species, C16H44N4O4 in total in a non-equilibrium geometry. Source: the Open Molecules 2025 dataset; level of theory: wB97M-V/def2-TZVPD.

Computed properties:
net charge: -1
⟨S²⟩: 0.750
HOMO level (alpha / beta): 1.01 / -6.68 eV
gap between HOMO and LUMO (alpha / beta): 1.7866 / 9.4331 eV
multiplicity: 2
LUMO level (alpha / beta): 0.1027 / 0.1011 Eh
energy relative to the best compared isomer or geometry (same formula, charge and spin): 13.7 kcal per mole

Positions of all 68 atoms, in Å:
C  4.451  -1.781  -4.059
C  3.525  -1.383  -2.914
C  3.654  -2.442  -1.814
O  2.524  -3.214  -1.820
C  2.399  -3.989  -0.621
N  3.913  -0.069  -2.528
H  4.234  -2.657  -4.672
H  5.471  -1.988  -3.735
H  4.452  -1.052  -4.869
H  2.542  -1.378  -3.385
H  3.663  -2.014  -0.812
H  4.556  -3.019  -2.021
H  3.047  -4.857  -0.497
H  1.535  -4.629  -0.802
H  2.209  -3.430  0.295
H  4.651  -0.057  -1.839
H  4.374  0.378  -3.308
C  -4.407  2.038  4.379
C  -2.888  2.204  4.758
C  -2.341  1.074  5.709
O  -1.288  1.525  6.620
C  -0.334  0.488  7.109
N  -2.081  2.419  3.536
H  -4.555  1.059  3.924
H  -4.752  2.821  3.704
H  -5.126  2.152  5.190
H  -2.939  3.128  5.333
H  -2.150  0.185  5.108
H  -3.108  0.713  6.394
H  0.214  0.057  6.271
H  -0.905  -0.388  7.415
H  0.266  0.939  7.900
H  -2.262  1.703  2.847
H  -1.158  2.281  3.920
C  -4.142  -0.289  -4.999
C  -2.700  0.235  -5.286
C  -1.924  0.610  -4.010
O  -1.689  -0.514  -3.122
C  -2.396  -0.368  -1.973
N  -1.949  -0.777  -5.992
H  -4.486  -0.463  -6.018
H  -4.687  0.447  -4.407
H  -4.242  -1.225  -4.449
H  -2.741  1.171  -5.843
H  -2.487  1.420  -3.547
H  -0.979  1.012  -4.374
H  -2.539  -1.324  -1.470
H  -3.414  -0.055  -2.207
H  -1.975  0.318  -1.239
H  -1.032  -0.475  -6.287
H  -1.861  -1.546  -5.342
C  1.552  -0.513  0.275
C  0.861  0.796  0.260
C  1.102  1.756  1.397
O  0.772  1.241  2.659
C  1.882  1.281  3.602
N  1.054  1.564  -1.024
H  1.527  -0.978  1.260
H  2.626  -0.330  0.236
H  1.139  -1.366  -0.263
H  -0.194  0.606  0.454
H  0.481  2.628  1.193
H  2.085  2.217  1.491
H  2.417  0.364  3.356
H  1.409  1.128  4.572
H  2.598  2.089  3.453
H  0.537  1.057  -1.727
H  2.007  1.467  -1.345

***

no.,total energy (eV)
1,-54612.167
2,-157016.513
3,-31450.157